# C49H62N3O2

A 2-piece molecular cluster, C49H62N3O2 overall at a distorted geometry (wB97M-V/def2-TZVPD, the Open Molecules 2025 dataset).

Bonds (Å) are listed after each position.
Cartesian coordinates (Å):
1 H -4.09 0.78 -2.88  C78 1.084
2 H -6.15 -1.96 -0.44  C46 1.094
3 H -1.50 4.66 3.38  C114 1.099
4 H -1.61 1.03 3.33  C66 1.087
5 H -1.58 -4.48 -0.22  C59 1.098
6 H 3.84 3.36 2.20  C57 1.090
7 C 5.31 2.44 -0.06  C42 1.389, C54 1.419, H74 1.095
8 H -1.13 -2.33 -3.95  C70 1.100
9 H -2.38 2.53 3.88  C66 1.098
10 H 1.66 -1.66 4.11  C88 1.094
11 H -5.86 -2.40 1.90  C110 1.097
12 C -4.70 -0.67 1.27  C24 1.513, C68 1.566, C102 1.542, C110 1.535
13 C -1.52 2.90 1.26  H21 1.098, H34 1.092, C49 1.522, H81 1.099
14 C 0.05 -2.58 -1.42  H37 1.101, C45 1.508, H50 1.087, H71 1.094
15 H -0.14 4.94 2.29  C114 1.096
16 C -0.64 -1.21 2.69  H32 1.093, C95 1.507, H115 1.099, N116 1.465
17 H -6.83 -0.50 0.69  C102 1.094
18 C -0.19 0.81 -2.99  C26 1.378, H27 1.089, C41 1.431
19 H 2.85 -2.88 3.60  C88 1.099
20 H 6.44 3.78 1.18  C42 1.092
21 H -1.04 3.56 0.53  C13 1.098
22 H 2.85 -1.37 -3.35  C52 1.100
23 H 4.43 5.56 -2.20  C97 1.093
24 C -3.78 0.37 1.87  C12 1.513, H67 1.087, H69 1.102, H108 1.097
25 H -0.58 -5.20 -1.51  C59 1.098
26 C -0.90 0.67 -4.17  C18 1.378, C55 1.414, H80 1.086
27 H 0.89 0.96 -3.02  C18 1.089
28 C 4.67 -1.29 -2.17  C30 1.385, C52 1.494, H106 1.088
29 C 0.68 2.16 2.21  C33 1.395, C48 1.428, C49 1.559
30 C 4.93 -0.23 -1.31  C28 1.385, C40 1.419, H111 1.090
31 H -3.35 -2.72 -3.53  C85 1.092
32 H 0.15 -1.80 3.15  C16 1.093
33 C 1.73 3.04 1.94  C29 1.395, C57 1.388, H94 1.093
34 H -1.56 1.91 0.80  C13 1.092
35 H -2.78 1.09 -0.76  C39 1.095
36 H 1.09 -2.20 1.40  C104 1.090
37 H 0.91 -3.20 -1.73  C14 1.101
38 H 2.64 -2.90 0.98  C104 1.102
39 C -2.28 0.89 -1.71  H35 1.095, C41 1.430, C78 1.377
40 C 4.26 0.94 -1.73  C30 1.419, C54 1.438, C72 1.490
41 C -0.86 0.72 -1.73  C18 1.431, C39 1.430, C98 1.435
42 C 5.79 3.69 0.31  C7 1.389, H20 1.092, C96 1.401
43 H 0.91 0.78 -0.44  C98 1.089
44 H -1.01 -3.00 1.52  C95 1.104
45 C -1.24 -3.17 -1.93  C14 1.508, C59 1.534, C70 1.535, C76 1.564
46 C -5.12 -1.92 -0.80  H2 1.094, C62 1.385, C68 1.398
47 C 4.29 -1.21 1.93  H89 1.096, C91 1.534, H99 1.099, H107 1.093
48 C 0.95 0.76 2.15  C29 1.428, C60 1.422, N116 1.455
49 C -0.70 2.82 2.54  C13 1.522, C29 1.559, C66 1.523, C114 1.539
50 H 0.05 -2.53 -0.33  C14 1.087
51 C -2.74 -1.60 -0.36  N53 1.461, C68 1.434, C76 1.429
52 C 3.82 -0.85 -3.32  H22 1.100, C28 1.494, C72 1.569, H100 1.102
53 N -1.67 -1.24 0.57  C51 1.461, C93 1.388, C95 1.469
54 C 4.54 2.26 -1.24  C7 1.419, C40 1.438, C73 1.426
55 C -2.31 0.55 -4.09  C26 1.414, C78 1.416, N92 1.423
56 H -5.55 -1.22 3.19  C110 1.099
57 C 3.03 2.64 2.21  H6 1.090, C33 1.388, C77 1.389
58 H 3.92 1.31 -3.84  C72 1.102
59 C -1.45 -4.56 -1.30  H5 1.098, H25 1.098, C45 1.534, H79 1.098
60 C 2.29 0.32 2.32  C48 1.422, C77 1.403, C91 1.559
61 H -4.27 -2.32 2.66  C110 1.096
62 C -4.86 -2.32 -2.10  C46 1.385, H82 1.091, C85 1.384
63 H -1.81 -3.98 -3.88  C70 1.096
64 H 0.14 4.29 3.93  C114 1.096
65 H 4.28 1.03 2.85  C77 1.094
66 C -1.42 2.05 3.64  H4 1.087, H9 1.098, C49 1.523, H101 1.097
67 H -2.82 -0.06 2.16  C24 1.087
68 C -4.11 -1.39 0.02  C12 1.566, C46 1.398, C51 1.434
69 H -4.23 0.79 2.79  C24 1.102
70 C -1.06 -3.31 -3.44  H8 1.100, C45 1.535, H63 1.096, H86 1.098
71 H 0.20 -1.58 -1.82  C14 1.094
72 C 3.57 0.67 -3.02  C40 1.490, C52 1.569, H58 1.102, H112 1.095
73 C 4.17 3.44 -1.96  C54 1.426, C97 1.391, H113 1.095
74 H 5.51 1.57 0.57  C7 1.095
75 O -4.23 -0.37 -4.95  N92 1.256
76 C -2.49 -2.31 -1.57  C45 1.564, C51 1.429, C85 1.404
77 C 3.27 1.31 2.52  C57 1.389, C60 1.403, H65 1.094
78 C -3.00 0.79 -2.88  H1 1.084, C39 1.377, C55 1.416
79 H -2.35 -5.03 -1.72  C59 1.098
80 H -0.43 0.59 -5.14  C26 1.086
81 H -2.54 3.25 1.46  C13 1.099
82 H -5.67 -2.57 -2.79  C62 1.091
83 H -2.48 -2.31 2.21  C95 1.095
84 H 3.38 -1.36 4.35  C88 1.099
85 C -3.54 -2.44 -2.49  H31 1.092, C62 1.384, C76 1.404
86 H -0.07 -3.73 -3.67  C70 1.098
87 H 5.86 5.80 -0.16  C96 1.092
88 C 2.65 -1.81 3.66  H10 1.094, H19 1.099, H84 1.099, C91 1.537
89 H 4.92 -0.87 2.76  C47 1.096
90 H -5.79 0.81 0.07  C102 1.096
91 C 2.79 -1.15 2.28  C47 1.534, C60 1.559, C88 1.537, C104 1.523
92 N -3.01 -0.14 -5.12  C55 1.423, O75 1.256, O109 1.252
93 C -0.70 -0.25 0.55  N53 1.388, C98 1.405, N116 1.384
94 H 1.54 4.06 1.61  C33 1.093
95 C -1.50 -2.05 1.78  C16 1.507, H44 1.104, N53 1.469, H83 1.095
96 C 5.48 4.82 -0.46  C42 1.401, H87 1.092, C97 1.402
97 C 4.66 4.68 -1.59  H23 1.093, C73 1.391, C96 1.402
98 C -0.13 0.44 -0.53  C41 1.435, H43 1.089, C93 1.405
99 H 4.59 -2.24 1.69  C47 1.099
100 H 4.27 -1.01 -4.32  C52 1.102
101 H -0.80 2.01 4.54  C66 1.097
102 C -5.97 0.14 0.92  C12 1.542, H17 1.094, H90 1.096, H103 1.099
103 H -6.25 0.76 1.78  C102 1.099
104 C 2.12 -1.95 1.16  H36 1.090, H38 1.102, C91 1.523, H105 1.098
105 H 2.14 -1.38 0.23  C104 1.098
106 H 5.08 -2.29 -2.10  C28 1.088
107 H 4.49 -0.60 1.05  C47 1.093
108 H -3.61 1.20 1.18  C24 1.097
109 O -2.36 -0.52 -6.12  N92 1.252
110 C -5.11 -1.71 2.32  H11 1.097, C12 1.535, H56 1.099, H61 1.096
111 H 5.62 -0.27 -0.47  C30 1.090
112 H 2.49 0.84 -2.95  C72 1.095
113 H 3.50 3.34 -2.82  C73 1.095
114 C -0.53 4.26 3.06  H3 1.099, H15 1.096, C49 1.539, H64 1.096
115 H -1.23 -0.77 3.51  C16 1.099
116 N -0.12 -0.17 1.81  C16 1.465, C48 1.455, C93 1.384

- Frontier orbital gap: 3.565 eV
- E_tot: -2218.66230 hartree
- Lowest unoccupied orbital energy: -5.581 eV
- Net charge: +1
- Energy relative to the best compared isomer or geometry (same formula, charge and spin): 0.750 eV